1.
Here is a 9-piece molecular cluster, C31H51FO27 overall in a non-equilibrium geometry from OMol25. Energies are from the ωB97M-V functional and the def2-TZVPD basis.

**Kohn-Sham gap**: 10.7 eV
**Relative energy (zero: lowest compared OMol25 entry of this formula, charge and spin)**: 173.9 kJ/mol
**HOMO**: -10.4485 eV
**LUMO**: 0.008 Eh
**Multiplicity**: 1
**Strongest force on any atom**: 5.51 eV/A
**SMILES**: O=C1OC[C@@H](F)O1.CCOC(=O)OC.CCOC(=O)OC.CCOC(=O)OC.CCOC(=O)OC.O=C1OCCO1.O=C1OCCO1.O=C1OCCO1.O=C1OCCO1

The geometry in XYZ format:
```
110
C31H51FO27, DFT the ωB97M-V functional and the def2-TZVPD basis
C 4.50348 24.77631 -0.70062
C 4.99902 25.96899 0.08101
O 6.30625 26.28899 -0.43722
C 6.55576 25.55513 -1.45326
O 7.51144 25.68486 -2.15295
O 5.54365 24.76571 -1.65105
H 3.43637 24.89540 -0.88822
H 4.69142 24.00165 0.04282
H 4.94834 25.81331 1.15864
H 4.37490 26.86090 0.02558
C 18.35128 23.21194 -9.50306
C 18.95801 23.54644 -8.23965
O 18.01516 23.99028 -7.28797
C 16.82615 24.02374 -7.87866
O 15.76878 24.34504 -7.36674
O 16.98499 23.48901 -9.15495
H 18.41596 22.12626 -9.57519
H 18.65299 23.65162 -10.45372
H 19.54498 24.34689 -8.69003
H 19.50784 22.71723 -7.79444
C 9.19894 14.08191 -9.24762
C 8.10596 15.00472 -8.78980
O 6.94016 14.18282 -8.77041
C 7.37676 12.92517 -8.70452
O 6.62423 11.94615 -8.63328
O 8.71858 12.89700 -8.69502
H 10.10198 14.34328 -8.69598
H 9.36412 13.84428 -10.29850
H 8.02710 15.82475 -9.50354
H 8.38421 15.48214 -7.85025
C 13.98238 8.78833 -6.53530
C 13.16559 7.58394 -6.15558
O 14.12749 6.78516 -5.48320
C 15.31716 7.43487 -5.42952
O 16.30093 6.99006 -4.85713
O 15.29875 8.57200 -6.06256
H 13.54393 9.68415 -6.09557
H 13.87240 8.97151 -7.60415
H 12.86489 7.13374 -7.10162
H 12.24616 7.90780 -5.66787
C 16.10218 12.47067 0.07473
C 14.83998 11.63518 0.24577
O 14.06766 12.11749 1.32664
C 12.79987 11.64052 1.55800
O 12.09257 11.02737 0.74259
O 12.39458 12.10087 2.72896
C 11.07185 11.82135 3.13041
H 16.62193 12.54850 1.02967
H 15.88553 13.43952 -0.37527
H 16.69644 11.83415 -0.58086
H 15.11006 10.59427 0.42367
H 14.18327 11.72456 -0.61957
H 10.96650 10.75113 3.30829
H 10.44429 12.20017 2.32370
H 10.68310 12.34247 4.00528
C 15.63064 33.34223 -3.81663
C 16.23435 32.88326 -2.48973
O 15.58643 31.63729 -2.09354
C 15.71492 31.21078 -0.81580
O 15.96687 32.00947 0.11606
O 15.42976 29.92924 -0.68969
C 15.25779 29.24844 0.56412
H 16.22376 33.98627 -4.46588
H 14.70556 33.91163 -3.72659
H 15.29392 32.52878 -4.45929
H 16.10802 33.58651 -1.66658
H 17.31402 32.73599 -2.51645
H 16.10815 29.53846 1.18128
H 15.41156 28.17405 0.46340
H 14.37758 29.50794 1.15234
C 20.06078 20.07051 0.33539
C 19.48554 20.62813 1.61341
O 18.28198 19.88559 2.05163
C 18.53506 18.90913 2.91981
O 19.57682 18.22148 2.99990
O 17.38744 18.76454 3.64346
C 17.40412 17.70048 4.48884
H 19.35675 19.94409 -0.48707
H 20.54049 19.13387 0.61944
H 20.77965 20.72539 -0.15700
H 19.25938 21.67612 1.41679
H 20.27591 20.63332 2.36400
H 17.80687 16.74923 4.14094
H 16.40427 17.49342 4.87032
H 18.05870 17.86275 5.34516
C 4.54406 16.31857 -0.27476
C 4.92007 17.51034 0.62323
O 5.95411 17.11264 1.50433
C 6.40142 17.93933 2.51873
O 6.19571 19.12813 2.70035
O 7.17008 17.18578 3.28643
C 7.58473 17.58823 4.57140
H 3.47040 16.14437 -0.20406
H 5.16674 15.43233 -0.15248
H 4.63567 16.55962 -1.33382
H 4.08755 17.96496 1.16019
H 5.31597 18.30264 -0.01209
H 8.38534 16.96513 4.97000
H 6.79476 17.36564 5.28868
H 7.80860 18.64839 4.45288
C 11.06331 20.11786 -2.04325
C 12.43627 20.77709 -2.14200
O 13.05467 19.83069 -3.04972
C 12.40114 18.65538 -3.00324
O 12.70950 17.66805 -3.66010
O 11.31682 18.78389 -2.28250
F 12.96669 20.71403 -0.94443
H 10.47461 20.58075 -2.83524
H 10.63171 20.32340 -1.06368
H 12.49794 21.82201 -2.44603
```

=====

2.
Here is the molecule C31H51N3 from OMol25. Energies are from the ωB97M-V functional and the def2-TZVPD basis.

**Kohn-Sham gap**: 9.1 eV
**Relative energy (zero: lowest compared OMol25 entry of this formula, charge and spin)**: 0.0 kJ/mol
**HOMO**: -8.3426 eV
**LUMO**: 0.027 Eh
**Multiplicity**: 1
**Strongest force on any atom**: 0.65 eV/A
**SMILES**: CNC[C@H](CC1CCCCC1)NC[C@H](Cc1ccccc1)NCC[C@]12C[C@H]3C[C@H](C[C@H](C3)C1)C2

The geometry in XYZ format:
```
85
C31H51N3, DFT the ωB97M-V functional and the def2-TZVPD basis
C -3.37141 4.57512 -1.25140
N -2.11818 3.94069 -0.90501
H -2.30039 3.07041 -0.41208
C -1.28558 3.66178 -2.05819
H -1.03070 4.62107 -2.52396
C 0.00153 2.93157 -1.63963
N 0.77237 2.44247 -2.77210
H 0.82512 3.16228 -3.48563
C 0.32824 1.18795 -3.34595
H -0.75723 1.14962 -3.53088
C 0.75227 -0.00397 -2.46974
N -0.02662 -0.12377 -1.24626
H 0.44200 -0.80170 -0.65424
C -1.42264 -0.50326 -1.36073
C -2.15487 -0.37254 -0.02002
H -1.97505 0.63242 0.36949
H -3.22230 -0.45361 -0.24399
C -1.82991 -1.38799 1.09860
C -1.62735 -2.80471 0.55439
H -0.76694 -2.83452 -0.11493
C -1.38323 -3.78578 1.70034
C -0.12978 -3.36638 2.46527
C -0.33584 -1.96547 3.03850
C -1.53085 -1.97151 3.98838
C -2.77822 -2.38921 3.21389
C -2.58176 -3.79332 2.64612
H -3.47953 -4.10685 2.10801
H -2.41249 -4.50454 3.45796
C -3.02318 -1.40945 2.06818
H -3.92810 -1.70360 1.53010
H -3.18519 -0.40551 2.46832
H -3.64531 -2.38376 3.88485
H -1.35190 -2.66654 4.81204
H -1.67259 -0.97563 4.41456
C -0.58680 -0.97895 1.89823
H 0.29358 -0.95334 1.25635
H -0.72696 0.02556 2.30424
H 0.56356 -1.65878 3.58531
H 0.73156 -3.37259 1.79275
H 0.06883 -4.07459 3.27316
H -1.23697 -4.78923 1.28366
H -2.50917 -3.11191 -0.01370
H -1.90098 0.18945 -2.05936
H -1.56140 -1.51881 -1.76047
H 1.77145 0.21830 -2.13495
C 0.77807 -1.29507 -3.32869
C 0.98090 -2.53836 -2.50865
C 0.12689 -3.62609 -2.64729
C 0.29656 -4.76669 -1.88173
C 1.32159 -4.83445 -0.95432
C 2.18198 -3.75941 -0.80889
C 2.01578 -2.62396 -1.58205
H 2.70138 -1.79661 -1.46742
H 2.98847 -3.80530 -0.09112
H 1.45045 -5.71947 -0.34924
H -0.37771 -5.60141 -2.00583
H -0.68072 -3.58037 -3.36516
H -0.15763 -1.37596 -3.88675
H 1.59095 -1.20349 -4.05391
H 0.82629 1.07711 -4.31287
H -0.27078 2.05452 -1.05052
C 0.87875 3.85536 -0.79028
H 1.24985 4.66066 -1.42909
C 2.07121 3.12840 -0.16391
C 3.07934 4.13099 0.40078
C 4.28358 3.41666 1.00761
C 3.84005 2.45648 2.10629
C 2.83523 1.45234 1.55187
C 1.63415 2.17238 0.94625
H 1.12164 2.73987 1.72712
H 0.93762 1.43720 0.54545
H 2.50312 0.77930 2.34620
H 3.31876 0.84671 0.78144
H 4.70651 1.93393 2.51873
H 3.37490 3.02353 2.91609
H 4.98547 4.14911 1.41350
H 4.80123 2.85567 0.22575
H 3.41425 4.80511 -0.39088
H 2.59170 4.73605 1.16920
H 2.55523 2.54886 -0.95606
H 0.25546 4.30039 -0.01398
H -1.82116 3.05744 -2.81652
H -3.15878 5.54807 -1.69606
H -3.97556 3.99588 -1.96868
H -3.95610 4.72772 -0.34584
```